Entry 1:
Below is a 11-piece molecular cluster, C16H54O11 overall in a non-equilibrium geometry, with properties calculated with the ωB97M-V functional and the def2-TZVPD basis.

XYZ file:
```
81
C16H54O11 | the Open Molecules 2025 dataset | the ωB97M-V functional and the def2-TZVPD basis
C -1.93824 6.70020 3.06160
C -1.39858 6.60035 4.49602
O -2.48541 6.74947 5.43432
H -2.73226 5.97581 2.88021
H -1.16029 6.44085 2.34353
H -2.39279 7.65627 2.80197
H -0.65328 7.38530 4.62444
H -0.88472 5.63921 4.48020
H -2.12370 7.00781 6.28522
C 0.33172 -5.08611 -5.14783
C 1.42059 -3.99620 -5.24010
O 2.31436 -4.36060 -6.25757
H -0.32550 -5.02246 -4.28059
H 0.79071 -6.07421 -5.11472
H -0.44822 -5.03229 -5.90737
H 1.86845 -3.86014 -4.25571
H 0.93210 -3.06506 -5.52726
H 1.77017 -4.68077 -6.98073
C -5.30126 4.86837 -2.71522
C -5.77643 3.68065 -3.45347
O -4.80016 2.66952 -3.35408
H -5.99708 5.70426 -2.78753
H -4.29017 5.20016 -2.95125
H -5.29184 4.69520 -1.63910
H -5.75501 3.87378 -4.52601
H -6.81952 3.43788 -3.25069
H -4.21737 2.91232 -2.63089
C -7.46027 -2.18086 0.31316
C -7.85694 -0.80420 -0.12418
O -8.99163 -0.28214 0.43695
H -8.17972 -2.87676 -0.11837
H -7.56799 -2.35367 1.38397
H -6.43063 -2.43927 0.06588
H -7.80449 -0.81931 -1.21281
H -7.05795 -0.12070 0.16310
H -8.83892 0.66354 0.37393
C 2.51258 -7.28117 0.66120
C 3.65181 -7.70558 1.65974
O 4.90572 -7.51140 1.12511
H 1.57632 -7.48428 1.18107
H 2.51558 -7.93302 -0.21239
H 2.42584 -6.23576 0.36505
H 3.56848 -8.78431 1.79200
H 3.58460 -7.21545 2.63101
H 5.42834 -8.08388 1.69144
C -2.76301 -0.74515 4.84450
O -3.65645 0.05405 4.11198
H -2.84595 -0.21890 5.79544
H -3.13489 -1.76946 4.86900
H -1.74487 -0.76200 4.45564
H -4.49279 0.14382 4.57465
C 4.62185 4.66084 3.70054
O 4.46696 6.08128 3.86530
H 4.37502 4.11484 4.61106
H 3.99122 4.38368 2.85579
H 5.64803 4.34929 3.50565
H 5.07556 6.46793 4.49910
C 3.70582 -1.70311 4.12096
O 4.26670 -1.75974 2.88166
H 3.17409 -0.78038 4.35322
H 2.91039 -2.43994 4.23265
H 4.50756 -1.86803 4.84075
H 4.74270 -2.58635 2.77329
C -0.01137 0.58323 -0.29872
O -1.23115 1.26773 -0.10551
H -0.07171 -0.46381 -0.59564
H 0.48187 1.07105 -1.13947
H 0.67055 0.54382 0.55071
H -1.67565 0.85876 0.64066
C 6.11369 -1.95246 -2.61545
O 6.40417 -1.83356 -4.00035
H 6.99314 -1.51120 -2.14645
H 5.24478 -1.30631 -2.49063
H 5.81007 -2.97206 -2.37812
H 5.69618 -2.29238 -4.45843
C 4.35360 2.80015 -4.81557
O 5.80493 2.70067 -4.82102
H 3.90859 1.82099 -4.99256
H 4.06881 3.08517 -3.80277
H 3.98653 3.60158 -5.45672
H 5.98826 1.80483 -4.52869
```

The calculation puts the total energy at -39983.28418 eV. The value obtained for the max |F| is 3.12 eV/Å. As for the SMILES: CCO.CCO.CCO.CCO.CCO.CO.CO.CO.CO.CO.CO. The HOMO energy comes out at -10.10 eV. The spin multiplicity is 1. The value obtained for the energy above the lowest of the compared OMol25 structures with the same formula, charge and spin is 144.1 kcal/mol.


Entry 2:
Below is a 12-piece molecular cluster, C16H56O16 overall in a non-equilibrium geometry, with properties calculated with the ωB97M-V functional and the def2-TZVPD basis.

XYZ file:
```
88
C16H56O16 | the Open Molecules 2025 dataset | the ωB97M-V functional and the def2-TZVPD basis
O -0.12349 -2.85344 0.18818
C -0.01544 -4.09859 0.90549
C -1.37105 -4.69473 1.15931
O -2.21608 -3.84584 1.91786
H 0.39110 -2.82954 -0.62117
H 0.67200 -4.79573 0.41540
H 0.43102 -3.83533 1.82769
H -1.21925 -5.67934 1.62488
H -1.71937 -4.85735 0.17066
H -2.20706 -2.97575 1.52578
O 0.23631 -0.74832 6.45669
C -0.38580 -0.18449 5.32133
C -0.45305 -1.23343 4.23815
O 0.75576 -1.85989 3.89208
H -0.34489 -1.46942 6.77273
H -1.44404 0.08044 5.50197
H 0.09434 0.67190 4.93983
H -0.84949 -0.70569 3.35085
H -1.20948 -1.98172 4.50258
H 1.32479 -1.87940 4.68472
O 0.62670 0.26192 -6.70911
C 0.63334 -0.06324 -5.31394
C 0.64720 1.15722 -4.49299
O 1.72078 1.96516 -4.87880
H 1.11606 1.09509 -6.81840
H -0.23636 -0.66858 -4.93448
H 1.55205 -0.60775 -5.13845
H 0.65810 0.94068 -3.40049
H -0.28647 1.71106 -4.63128
H 1.62276 2.84152 -4.44981
O -0.45055 0.12892 0.86139
C -0.03797 0.99855 -0.11567
C 1.44707 1.32690 -0.03021
O 2.23801 0.15589 -0.15004
H -0.50165 -0.80052 0.55975
H -0.23000 0.62776 -1.15731
H -0.53975 2.00107 0.01317
H 1.60843 1.70950 1.02654
H 1.76153 2.07234 -0.72286
H 2.14017 -0.26369 0.70469
C -2.37447 3.73884 1.16454
O -3.36894 2.89867 1.68763
H -2.58342 4.78871 1.35912
H -1.34826 3.59542 1.51818
H -2.33361 3.70313 0.06930
H -2.91398 2.10799 2.10518
C 3.44029 -0.16725 3.42420
O 3.00319 -1.10116 2.45616
H 2.65205 0.59041 3.66940
H 3.67021 -0.72011 4.36446
H 4.37620 0.32882 3.10540
H 2.13934 -1.42848 2.69894
C 2.57910 -2.77689 -2.48196
O 1.46864 -1.95342 -2.09430
H 3.20857 -2.47584 -3.29716
H 3.30818 -2.80636 -1.70488
H 2.18460 -3.80078 -2.68602
H 1.79581 -1.14742 -1.70586
C -0.03035 4.89822 -2.64906
O 1.18959 4.27198 -3.00801
H 0.20514 5.94261 -2.66492
H -0.77053 4.54984 -3.32975
H -0.37778 4.65678 -1.63262
H 1.71709 3.93996 -2.26802
C -3.64078 0.67310 -0.86410
O -3.66804 2.10661 -0.91185
H -4.66260 0.25743 -1.12289
H -2.95592 0.26382 -1.59691
H -3.39136 0.34244 0.16098
H -4.12699 2.46810 -0.13103
C -2.11999 -1.90879 -3.15089
O -1.19137 -1.05236 -2.55123
H -2.80422 -1.24483 -3.77236
H -1.57748 -2.54231 -3.85589
H -2.76356 -2.46116 -2.48395
H -0.47002 -1.53166 -2.11348
C 5.70905 1.87565 -1.25461
O 4.24931 1.99805 -1.04735
H 6.00560 1.38281 -2.14339
H 6.08529 2.90860 -1.28601
H 6.14982 1.36994 -0.37851
H 3.83924 1.11481 -0.89769
C -4.01215 -0.95864 3.95210
O -4.27634 -0.04054 2.88143
H -3.91687 -0.43682 4.93837
H -4.84589 -1.67841 4.03924
H -3.04837 -1.39656 3.76131
H -5.23932 0.04294 2.73207
```

The calculation puts the total energy at -50254.52343 eV. The value obtained for the max |F| is 2.92 eV/Å. As for the SMILES: OCCO.OCCO.OCCO.OCCO.CO.CO.CO.CO.CO.CO.CO.CO. The HOMO energy comes out at -9.58 eV. The spin multiplicity is 1. The value obtained for the energy above the lowest of the compared OMol25 structures with the same formula, charge and spin is 13.2 kcal/mol.


Entry 3:
Below is a 14-piece molecular cluster, C16H60N18O14 overall in a non-equilibrium geometry, with properties calculated with the ωB97M-V functional and the def2-TZVPD basis.

XYZ file:
```
108
C16H60N18O14 | the Open Molecules 2025 dataset | the ωB97M-V functional and the def2-TZVPD basis
C -3.39169 -2.72271 -2.77134
C -2.83169 -3.45171 -1.59634
O -1.85069 -2.62971 -1.05834
H -4.26469 -3.20571 -3.14434
H -2.61269 -2.64371 -3.55634
H -3.56969 -1.61771 -2.61434
H -2.46269 -4.42471 -1.86934
H -3.56669 -3.56771 -0.74534
H -1.27669 -3.09471 -0.39734
C -1.88469 0.93029 1.20166
C -1.28569 0.00029 0.24266
O -0.00869 0.48729 -0.24334
H -2.43169 0.43229 1.92766
H -2.46069 1.69629 0.62866
H -1.08369 1.48329 1.66566
H -1.92069 0.03129 -0.66334
H -1.14469 -1.06571 0.61666
H 0.59231 0.32629 0.49366
C 3.06531 -0.14571 -2.14234
O 3.71431 -0.30571 -0.90234
N 3.57631 -0.49871 -3.27634
N 1.77731 0.18129 -2.25634
H 4.54731 -0.85671 -3.29434
H 3.11131 -0.15771 -4.16734
H 1.22831 0.39329 -1.42534
H 1.44931 0.66129 -3.15334
C 0.69431 -2.82971 -3.39734
O 0.00631 -3.90971 -3.86134
N 0.29231 -1.93571 -2.55334
N 1.97831 -2.89071 -3.54834
H -0.56869 -2.12771 -2.02534
H 0.94931 -1.11571 -2.29234
H 2.34931 -3.64871 -4.22434
H 2.66531 -2.13171 -3.41434
C -0.25469 3.99829 3.25366
O -1.42669 3.96429 2.57866
N 0.22331 3.06529 4.06066
N 0.56231 5.04929 3.24766
H 1.04031 3.29229 4.61366
H -0.52769 2.44729 4.39866
H 0.16831 5.66429 2.52066
H 1.27131 5.32729 3.86066
C 0.71131 -0.39171 2.66866
O 1.36531 -1.13971 1.71966
N 1.13631 0.78629 2.84466
N -0.22169 -0.72971 3.41466
H 1.95931 1.08829 2.32366
H 0.71331 1.68629 3.29366
H -0.55769 -1.67871 3.48166
H -0.59669 -0.10671 4.10666
C -0.25269 5.68629 -0.03734
O -0.34269 6.63929 1.02566
N -0.45869 4.38429 0.09966
N 0.37531 5.99229 -1.11834
H -0.86269 4.17629 0.98566
H -0.42569 3.68329 -0.66134
H 0.65731 7.00229 -1.20734
H 0.41731 5.37529 -1.92334
C -0.90869 -5.19871 0.32866
O -1.81369 -5.97171 0.95966
N -0.55769 -4.00371 0.67566
N -0.05369 -5.62671 -0.50234
H -0.83669 -3.76671 1.64566
H 0.36131 -3.60371 0.27066
H -0.51069 -6.26871 -1.21134
H 0.84631 -5.26371 -0.92034
C 2.63431 -3.78971 -0.33134
O 3.75031 -4.09571 0.48366
N 2.40731 -4.52071 -1.33534
N 1.74431 -2.79971 -0.25534
H 3.20531 -5.08971 -1.41634
H 2.01831 -4.07571 -2.19334
H 1.74131 -2.18971 0.57666
H 1.22831 -2.50871 -1.11734
C -0.38669 3.32229 -2.94934
O -1.56469 3.03629 -3.45834
N 0.45331 4.26429 -3.35934
N 0.01731 2.66629 -1.93334
H 0.10731 4.68629 -4.20934
H 1.38731 4.49229 -3.09134
H -0.50269 1.85829 -1.50534
H 0.97631 2.81729 -1.57134
C 2.47831 2.72929 0.77266
O 2.25831 2.49929 -0.54934
N 3.20331 1.94829 1.49266
N 2.06531 3.79229 1.31966
H 3.44931 1.08129 1.05466
H 3.53631 2.30529 2.41366
H 1.61131 4.35729 0.62966
H 1.64231 3.95629 2.27166
C -2.53269 -2.81271 2.86666
O -1.28269 -3.41471 3.11866
H -3.14069 -3.56971 2.27866
H -2.49369 -1.98071 2.19766
H -3.15469 -2.54871 3.76966
H -1.51169 -4.23971 3.52766
C -1.47469 -0.14571 -4.30034
O -0.18469 -0.32471 -4.67634
H -2.17169 -0.92071 -4.49334
H -1.82769 0.81229 -4.64934
H -1.49469 0.00629 -3.25834
H 0.06231 -0.90971 -3.95334
C -2.48069 1.41029 5.34766
O -1.12069 1.10429 5.28066
H -2.46569 2.32229 5.82266
H -3.17369 0.71829 5.88666
H -2.77269 1.45729 4.29866
H -0.82169 1.09029 6.21766
```

The calculation puts the total energy at -73047.23567 eV. The value obtained for the max |F| is 9.52 eV/Å. The HOMO energy comes out at -8.54 eV. The spin multiplicity is 1. The value obtained for the energy above the lowest of the compared OMol25 structures with the same formula, charge and spin is 90.6 kcal/mol.


Entry 4:
Below is a 14-piece molecular cluster, C16H60N8O14 overall in a non-equilibrium geometry, with properties calculated with the ωB97M-V functional and the def2-TZVPD basis.

XYZ file:
```
98
C16H60N8O14 | the Open Molecules 2025 dataset | the ωB97M-V functional and the def2-TZVPD basis
O 15.72841 -20.51874 -15.27429
H 16.21747 -19.94260 -14.68684
H 16.39295 -21.09208 -15.65625
O 22.89080 -14.05402 -13.57747
H 23.74273 -14.44789 -13.76540
H 22.34438 -14.78744 -13.29505
O 21.78333 -20.34927 -13.98569
H 21.60044 -19.89627 -13.16254
H 22.72878 -20.25865 -14.10458
O 10.91540 -16.18048 -12.83959
H 10.78338 -15.23337 -12.88143
H 10.03495 -16.54895 -12.91223
O 13.15415 -17.61736 -17.34549
H 13.34213 -18.35474 -16.76485
H 13.13801 -18.00055 -18.22250
O 22.70879 -16.73445 -9.86015
H 22.96151 -17.63770 -9.66906
H 21.75699 -16.76682 -9.95645
C 16.54494 -16.05818 -12.31395
O 17.71656 -16.11814 -12.00595
N 16.03760 -15.36180 -13.27618
N 15.57461 -16.66277 -11.69066
H 16.70765 -14.69792 -13.63727
H 15.03340 -15.35985 -13.38418
H 15.82864 -17.35802 -11.00349
H 14.67834 -16.77750 -12.14191
C 18.28503 -9.78792 -13.77332
O 18.47543 -9.74063 -12.55335
N 17.35056 -9.28419 -14.41707
N 19.04169 -10.53537 -14.52949
H 17.24445 -9.44161 -15.40907
H 16.63099 -8.74354 -13.95878
H 18.62249 -10.57426 -15.44757
H 19.79035 -11.09604 -14.14840
C 16.52152 -13.71668 -6.57420
O 16.06466 -13.22931 -5.54485
N 17.04948 -14.92774 -6.75967
N 16.59123 -13.15066 -7.82869
H 17.01702 -15.59807 -6.00488
H 17.37096 -15.24187 -7.66415
H 17.26426 -13.54681 -8.46916
H 16.27906 -12.19067 -7.79597
C 11.59360 -12.33502 -18.38286
O 11.79143 -11.34835 -19.09520
N 12.47433 -12.78863 -17.49453
N 10.56362 -13.10770 -18.43685
H 12.56168 -13.78572 -17.35928
H 13.36969 -12.37548 -17.71296
H 9.90271 -12.85001 -19.15582
H 10.54032 -13.95653 -17.89002
C 20.84889 -16.98068 -20.34647
C 20.91110 -17.16877 -18.87467
C 20.20240 -15.92871 -18.17995
O 20.17362 -18.41568 -18.72139
H 21.55303 -16.18624 -20.59374
H 19.82984 -16.75676 -20.66188
H 21.27593 -17.77576 -20.95770
H 21.97877 -17.20139 -18.65766
H 19.12334 -15.93338 -18.33391
H 20.66378 -14.94211 -18.22294
H 20.13754 -16.15413 -17.11549
H 20.32757 -18.78100 -17.84707
C 9.19049 -21.25667 -5.28706
C 10.16409 -21.47565 -6.44153
C 10.30806 -20.26877 -7.29705
O 11.39787 -22.00077 -5.96784
H 8.67037 -22.18457 -5.04920
H 8.33774 -20.59301 -5.43008
H 9.65428 -21.08526 -4.31565
H 9.91243 -22.37658 -7.00104
H 9.42497 -19.95846 -7.85557
H 11.04242 -20.40869 -8.09030
H 10.51146 -19.35658 -6.73611
H 11.17271 -22.93070 -5.88962
C 10.19035 -10.61916 -10.63210
C 10.72853 -10.07784 -11.98794
C 9.63877 -9.80347 -12.92188
O 11.55147 -8.94865 -11.79307
H 10.09209 -9.87702 -9.83986
H 10.87276 -11.36184 -10.21877
H 9.17645 -11.01644 -10.67998
H 11.33534 -10.85231 -12.45705
H 10.18994 -9.51736 -13.81769
H 9.04029 -9.04152 -12.42255
H 8.98464 -10.57920 -13.31997
H 11.04845 -8.13629 -11.70018
C 17.81625 -22.11735 -6.04152
C 17.28624 -21.88719 -7.48353
C 16.81852 -23.30069 -7.99366
O 16.09133 -21.04836 -7.49296
H 17.03191 -22.58417 -5.44570
H 18.08146 -21.24004 -5.45156
H 18.73238 -22.69798 -6.14955
H 18.08358 -21.40528 -8.04932
H 16.23115 -23.15063 -8.89953
H 16.36315 -24.08146 -7.38445
H 17.74560 -23.81046 -8.25589
H 15.38027 -21.51046 -7.04301
```

The calculation puts the total energy at -58149.53413 eV. The value obtained for the max |F| is 8.82 eV/Å. The HOMO energy comes out at -9.36 eV. The spin multiplicity is 1. The value obtained for the energy above the lowest of the compared OMol25 structures with the same formula, charge and spin is 153.8 kcal/mol.